Entry 1:
Entry from OMol25: one molecule with the formula C6H12O at a distorted geometry (the ωB97M-V functional and the def2-TZVPD basis).

Last column: Mulliken charge in e.
Atoms and positions in Å:
C 2.8950 -0.3837 0.4932  -1.115
C 1.7808 0.5276 -0.0514  -0.480
C 0.4358 0.1708 0.4829  -0.263
C -2.1488 0.9118 -1.3749  -0.906
C -2.2646 0.2928 -0.1115  -0.316
C -1.4661 -1.1208 0.2127  -0.435
O -0.1348 -0.9055 -0.0458  -0.276
H 2.9444 -0.3327 1.5867  0.316
H 2.7075 -1.4247 0.2118  0.283
H 3.8723 -0.0893 0.0956  0.338
H 1.9929 1.5679 0.2225  0.294
H 1.7618 0.4763 -1.1455  0.262
H 0.2271 0.3624 1.5398  0.358
H -1.2866 1.5297 -1.6045  0.306
H -2.8685 0.7260 -2.1675  0.315
H -3.2975 0.0555 0.1796  0.396
H -1.6899 0.9103 0.6264  0.300
H -1.6586 -1.3320 1.2713  0.296
H -1.8026 -1.9426 -0.4214  0.325

## Properties
- multiplicity = 1
- gap between HOMO and LUMO (alpha / beta) (eV) = 7.29 / 8.66
- energy relative to the best compared isomer or geometry (same formula, charge and spin) (eV) = 4.5055
- E_HOMO (alpha / beta) (eV) = -6.971 / -7.711
- M (g mol⁻¹) = 100.2

Entry 2:
Entry from OMol25: C4H14N2O as an isolated structure at a distorted geometry (the ωB97M-V functional and the def2-TZVPD basis).

Last column: Mulliken charge in e.
Atoms and positions in Å:
C -0.7747 -1.9074 -0.6769  -0.625
C -1.6934 -1.0350 0.2009  -0.647
C -1.1819 0.3699 0.6124  -0.454
C 0.9809 0.8801 1.6691  -0.062
N 0.3234 0.4554 0.5864  -0.018
N 0.6521 -1.3980 -0.7472  -0.511
H -1.1128 -1.9242 -1.6994  0.361
H -0.7276 -2.9231 -0.3381  0.353
H -1.6817 -1.5818 1.1003  0.354
H -2.7132 -0.8962 -0.1290  0.412
H -1.5205 0.4928 1.6356  0.346
H -1.5477 1.2132 0.0229  0.325
H 0.3610 1.4786 2.3368  0.332
H 2.0550 0.7501 1.6262  0.341
H 0.6597 1.2398 -0.2362  0.389
H 1.2688 -2.1186 -0.4006  0.329
H 0.9392 -1.2443 -1.6923  0.289
H 0.8005 -0.4828 0.1734  0.361
H 2.0739 2.4245 -1.4713  0.344
H 0.5607 2.5970 -1.6318  0.347
O 1.2290 2.1982 -1.0490  -0.566

## Properties
- multiplicity = 1
- gap between HOMO and LUMO (eV) = 8.11
- energy relative to the best compared isomer or geometry (same formula, charge and spin) (eV) = 4.7099
- net charge = +2
- E_HOMO (eV) = -19.238
- M (g mol⁻¹) = 106.2

Entry 3:
Entry from OMol25: C20H33N4O7P2PtS3Te as an isolated structure at a distorted geometry (the ωB97M-V functional and the def2-TZVPD basis).

Last column: Mulliken charge in e.
Atoms and positions in Å:
Pt 0.5904 -0.4241 0.7263  2.218
N -5.1845 2.8508 -5.1578  -0.475
C -4.2402 2.6079 -4.2078  1.157
C -4.5260 1.7728 -3.1157  -0.888
C -3.5650 1.5118 -2.1652  -0.136
C -2.3037 2.0876 -2.2899  -0.939
C -1.9986 2.9191 -3.3669  -0.399
C -2.9578 3.1744 -4.3187  -0.904
S -1.0810 1.7497 -1.1132  1.673
O -0.2161 2.8770 -0.9177  -0.700
O -1.6696 1.0963 0.0193  -0.631
N -0.0786 0.5867 -1.8526  0.055
C 1.2921 0.8918 -1.8127  0.291
N 1.8784 0.4330 -0.6936  -0.532
C 3.1752 0.7273 -0.5314  0.029
C 3.8651 1.4452 -1.4859  -0.758
C 3.1666 1.8441 -2.6132  -0.445
N 1.8768 1.5668 -2.7746  -0.507
H -6.1342 2.5638 -5.0070  0.205
H -5.0264 3.5527 -5.8572  0.205
H -5.5127 1.3373 -3.0214  0.309
H -3.7787 0.8712 -1.3200  0.530
H -1.0154 3.3663 -3.4419  0.469
H -2.7325 3.8256 -5.1538  0.317
H 3.6570 0.3762 0.3680  0.409
H 4.9109 1.6787 -1.3549  0.451
H 3.6446 2.4047 -3.4072  0.480
C 1.0034 2.7783 2.9050  -1.095
C 0.1696 2.2774 4.0631  0.519
C -1.3179 2.3291 3.7948  -1.246
O 0.5669 0.9203 4.4940  -0.237
P 0.6921 -0.4282 3.7095  0.708
S -0.8225 -0.9648 2.4943  -0.452
S 2.1952 -0.4518 2.3447  -0.613
O 0.8489 -1.4896 4.8403  -0.367
C 1.6992 -1.4290 6.0447  0.519
C 0.9377 -0.7505 7.1604  -1.232
C 3.0424 -0.8007 5.7414  -1.287
H 0.8009 3.8422 2.7764  0.496
H 0.7372 2.2706 1.9768  0.011
H 2.0686 2.6498 3.0953  0.324
H 0.4020 2.8527 4.9585  0.252
H -1.5762 1.8125 2.8716  0.152
H -1.6128 3.3748 3.6975  0.484
H -1.8785 1.8916 4.6202  0.332
H 1.8315 -2.4855 6.2719  0.336
H 0.8031 0.3102 6.9551  0.212
H 1.4985 -0.8569 8.0898  0.433
H -0.0378 -1.2155 7.2949  0.345
H 2.9396 0.2597 5.5043  0.276
H 3.5391 -1.3140 4.9178  0.309
H 3.6788 -0.8853 6.6224  0.461
C 3.3782 -3.3909 -2.3492  -1.327
C 1.8933 -3.4186 -2.6121  -0.037
O 1.2431 -2.7314 -1.5214  -0.244
P -0.3078 -2.4204 -1.5248  0.791
O -0.7181 -1.8592 -0.2305  -0.911
Te -0.7128 -0.7173 -3.2743  0.099
O -1.0261 -3.7367 -1.9972  -0.300
C -1.4468 -4.0638 -3.3400  -0.275
C -2.9499 -3.9792 -3.4493  -1.175
H 3.9049 -3.9206 -3.1427  0.407
H 3.6057 -3.8692 -1.3976  0.332
H 3.7409 -2.3629 -2.3184  0.260
H 1.5117 -4.4398 -2.6535  0.278
H 1.6500 -2.9074 -3.5490  0.330
H -1.0877 -5.0748 -3.5231  0.330
H -0.9427 -3.4067 -4.0583  0.350
H -3.4134 -4.6194 -2.7005  0.332
H -3.2648 -4.3154 -4.4375  0.407
H -3.3027 -2.9585 -3.2986  0.230

## Properties
- multiplicity = 1
- gap between HOMO and LUMO (eV) = 7.31
- energy relative to the best compared isomer or geometry (same formula, charge and spin) (eV) = 0.6780
- net charge = +1
- E_HOMO (eV) = -10.306
- M (g mol⁻¹) = 922.3

Entry 4:
Entry from OMol25: one molecule with the formula C5H11NO at a distorted geometry (the ωB97M-V functional and the def2-TZVPD basis).

Last column: Mulliken charge in e.
Atoms and positions in Å:
C -1.4782 -0.3267 0.0910  -0.568
C 0.2681 -0.9614 0.4746  -0.538
C 0.6138 2.0948 0.7047  -1.066
C 0.3897 -2.2276 -0.3447  -1.186
C 0.0397 1.2831 -0.3978  0.655
O -1.5294 0.9961 0.2011  -0.508
N 0.2745 1.1760 -1.6096  -0.534
H 0.1084 1.9436 -2.2503  0.290
H -2.0802 -0.8849 0.8174  0.426
H -1.5318 -0.7023 -0.9382  0.342
H 0.0819 -1.1548 1.5339  0.405
H 1.2504 -0.4837 0.4944  0.337
H 1.6868 1.8910 0.7563  0.340
H 0.4527 3.1512 0.4812  0.337
H 0.1806 1.8514 1.6716  0.309
H -0.4705 -2.8883 -0.2063  0.319
H 0.4597 -1.9598 -1.4056  0.286
H 1.2838 -2.7978 -0.0738  0.355

## Properties
- multiplicity = 1
- gap between HOMO and LUMO (eV) = 8.82
- energy relative to the best compared isomer or geometry (same formula, charge and spin) (eV) = 5.2633
- SMILES = [H]/N=C(/C)OCCC
- E_HOMO (eV) = -8.630
- M (g mol⁻¹) = 101.1